## P
{"formula": "C3H9NS", "method": "the ωB97M-V functional and the def2-TZVPD basis", "species": ["C", "N", "H", "H", "H", "H", "C", "C", "S", "H", "H", "H", "H", "H"], "positions_angstrom": [[3.100, -0.686, 3.192], [3.733, -1.886, 3.133], [3.147, -0.321, 4.218], [2.305, -0.454, 2.477], [-3.174, -1.671, -1.720], [4.441, -1.990, 3.917], [-1.215, 1.071, -2.605], [-2.121, 0.904, -1.336], [-2.300, -0.993, -0.883], [-0.213, 0.748, -2.181], [-1.592, 0.427, -3.356], [-1.052, 2.108, -2.843], [-1.917, 1.349, -0.344], [-3.141, 1.395, -1.671]], "lowdin_charge": [-0.1019, -0.0292, 0.0442, 0.0494, -0.1636, 0.0378, -0.1855, -0.5334, 0.5668, 0.0790, 0.0440, 0.0549, 0.0472, 0.0905], "multiplicity": 1, "smiles": "C=N.CCS", "e_homo_ha": -0.3341, "lumo_ev": 0.82}

## Q
{"formula": "C3H9NS", "method": "the ωB97M-V functional and the def2-TZVPD basis", "species": ["C", "N", "H", "H", "H", "H", "C", "C", "S", "H", "H", "H", "H", "H"], "positions_angstrom": [[0.111, -2.779, 0.279], [-0.488, -1.697, -0.219], [-0.394, -3.539, 0.947], [1.130, -3.080, -0.065], [-1.242, 0.362, -1.105], [-1.493, -1.576, 0.082], [0.136, 1.691, 0.849], [0.727, 1.449, -0.568], [-0.759, 1.327, -1.876], [-0.619, 0.933, 1.148], [-0.352, 2.648, 0.883], [0.898, 1.653, 1.642], [1.089, 0.467, -0.895], [1.255, 2.141, -1.102]], "lowdin_charge": [-0.0969, -0.0070, 0.0670, 0.0621, -0.2365, 0.0555, -0.1671, -0.4610, 0.5886, 0.0570, 0.0529, 0.0656, 0.0237, -0.0039], "multiplicity": 1, "smiles": "C=N.CCS", "e_homo_ha": -0.3125, "lumo_ev": 0.83}

## R
{"formula": "C3H9NS", "method": "the ωB97M-V functional and the def2-TZVPD basis", "species": ["C", "C", "C", "H", "H", "H", "H", "H", "H", "H", "H", "H", "N", "S"], "positions_angstrom": [[0.554, -1.573, 1.015], [-0.398, -0.687, 0.279], [0.170, 0.691, 0.357], [1.616, -1.598, 0.709], [0.176, -2.556, 0.951], [0.544, -1.214, 2.157], [-0.432, -1.137, -0.752], [-1.967, -0.689, 1.626], [-2.301, -1.488, 0.212], [-0.665, 1.230, 0.654], [0.907, 0.800, 1.125], [-0.023, 2.132, -1.339], [-1.899, -0.630, 0.549], [0.842, 1.147, -1.193]], "lowdin_charge": [-0.1014, -0.5749, -0.6093, 0.0907, 0.0476, 0.1261, 0.1202, 0.1027, 0.0474, 0.0545, 0.0615, -0.1462, 0.0259, 0.7552], "multiplicity": 1, "smiles": "C[C@@H](N)CS", "e_homo_ha": -0.3234, "lumo_ev": 1.04}

## S
{"formula": "C3H9NS", "method": "the ωB97M-V functional and the def2-TZVPD basis", "species": ["C", "C", "C", "H", "H", "H", "H", "H", "H", "H", "H", "H", "N", "S"], "positions_angstrom": [[-2.434, 0.261, 0.700], [0.561, -0.906, 0.203], [1.972, -0.497, 0.135], [-3.533, -0.664, 0.867], [-1.625, 0.643, 1.525], [-3.106, 1.361, 0.369], [0.133, -0.721, 1.390], [0.249, -2.079, 0.176], [2.647, -0.799, 1.131], [2.842, -0.886, -0.641], [1.680, 1.677, 0.793], [1.534, 1.499, -0.728], [2.098, 1.043, 0.084], [-1.007, -0.030, -0.731]], "lowdin_charge": [-0.4487, -0.4955, -0.3827, 0.1430, 0.0155, 0.0797, 0.1079, 0.0957, 0.1485, 0.1447, 0.0541, 0.0677, -0.0926, 0.5627], "multiplicity": 1, "e_homo_ha": -0.3241, "lumo_ev": 0.45}

Energies, relative to the best one, in hartree: P 0.0524; Q 0.0295; R 0.0000; S 0.1710.

## P
{"formula": "C3H9NS", "method": "the ωB97M-V functional and the def2-TZVPD basis", "species": ["C", "C", "N", "C", "H", "H", "H", "H", "H", "H", "H", "S", "H", "H"], "positions_angstrom": [[0.030, -0.585, -1.365], [0.549, 0.296, -0.500], [-0.124, 0.887, 0.556], [0.344, 2.184, 1.020], [-1.031, -0.745, -1.488], [0.737, -1.199, -1.906], [1.550, 0.696, -0.628], [-1.126, 0.806, 0.534], [-0.241, 2.482, 1.890], [1.384, 2.128, 1.340], [0.247, 2.970, 0.266], [-1.236, -3.602, 0.390], [-1.071, -3.139, -0.858], [-0.012, -3.179, 0.750]], "lowdin_charge": [-0.0563, -0.2611, -0.0963, -0.1217, 0.0383, 0.0408, 0.1080, 0.1178, 0.0770, 0.0776, 0.0763, 0.4588, -0.2433, -0.2159], "multiplicity": 1, "smiles": "C=CNC.S", "e_homo_ha": -0.2966, "lumo_ev": 1.05}

## Q
{"formula": "C3H9NS", "method": "the ωB97M-V functional and the def2-TZVPD basis", "species": ["C", "S", "H", "H", "H", "C", "C", "N", "H", "H", "H", "H", "H", "H"], "positions_angstrom": [[-1.440, 0.307, -2.640], [-0.319, -0.894, -1.962], [-1.021, 1.363, -2.519], [-1.967, 0.013, -3.655], [-2.391, 0.341, -1.926], [0.046, -0.258, 2.882], [1.123, 1.174, 1.299], [1.260, 0.520, 2.400], [-0.118, -0.526, 3.855], [-0.066, -1.327, 2.309], [-0.931, 0.122, 2.560], [0.256, 0.939, 0.619], [2.111, 1.757, 1.018], [2.034, 0.634, 3.085]], "lowdin_charge": [-0.8043, 0.0938, -0.0059, 0.0335, 0.0049, -0.0445, 0.0878, -0.0344, 0.0382, 0.1556, 0.0883, 0.0658, 0.1471, 0.1739], "multiplicity": 1, "e_homo_ha": -0.2122, "lumo_ev": -1.66}

Energies, relative to the best one, in hartree: P 0.0000; Q 0.1462.

## P
{"formula": "C3H10S2", "method": "the ωB97M-V functional and the def2-TZVPD basis", "species": ["C", "C", "S", "H", "H", "H", "H", "H", "H", "C", "S", "H", "H", "H", "H"], "positions_angstrom": [[-1.154, 1.361, -1.372], [-1.603, -0.996, 0.385], [-1.098, -0.500, -1.311], [-1.913, 1.535, -2.107], [-0.168, 1.806, -1.513], [-0.770, -1.045, 1.115], [-2.335, -0.329, 0.772], [-2.038, -1.982, 0.249], [-1.467, 1.730, -0.386], [1.798, 0.084, 0.799], [2.248, -1.678, 0.652], [3.379, -1.255, 0.159], [2.295, 0.697, 0.028], [2.105, 0.490, 1.768], [0.720, 0.082, 0.763]], "lowdin_charge": [-0.3845, -0.4154, 0.7103, 0.0034, 0.0244, 0.0135, 0.0188, 0.0247, 0.0344, -0.4941, 0.6287, -0.1837, 0.0438, 0.0289, -0.0532], "multiplicity": 1, "smiles": "CSC.CS", "e_homo_ha": -0.3133, "lumo_ev": 0.88}

## Q
{"formula": "C3H10S2", "method": "the ωB97M-V functional and the def2-TZVPD basis", "species": ["C", "C", "S", "H", "H", "H", "H", "H", "H", "C", "S", "H", "H", "H", "H"], "positions_angstrom": [[-1.546, 0.224, -0.466], [0.328, 2.307, -1.388], [-1.394, 1.596, -1.728], [-1.387, -0.681, -1.052], [-2.465, 0.399, 0.074], [1.107, 1.566, -1.526], [0.503, 3.144, -2.050], [0.461, 2.562, -0.323], [-0.766, 0.297, 0.304], [0.477, -1.636, 1.337], [2.075, -2.081, 0.674], [2.414, -2.846, 1.689], [-0.198, -1.557, 0.513], [0.360, -0.791, 2.075], [0.030, -2.505, 1.867]], "lowdin_charge": [-0.4115, -0.3915, 0.6916, 0.0234, 0.0238, 0.0175, 0.0166, 0.0318, 0.0045, -0.5481, 0.6500, -0.1743, -0.0371, 0.0608, 0.0427], "multiplicity": 1, "smiles": "CSC.CS", "e_homo_ha": -0.3147, "lumo_ev": 0.80}

Energies, relative to the best one, in hartree: P 0.0000; Q 0.0060.

## P
{"formula": "C21H25ClN4O4", "method": "the ωB97M-V functional and the def2-TZVPD basis", "species": ["C", "H", "O", "C", "C", "C", "C", "C", "C", "O", "C", "H", "H", "C", "O", "N", "H", "C", "C", "H", "H", "H", "C", "H", "H", "H", "C", "H", "H", "H", "Cl", "H", "C", "N", "C", "C", "C", "C", "C", "C", "H", "H", "N", "C", "O", "N", "H", "H", "H", "H", "H", "H", "H", "H", "H"], "positions_angstrom": [[0.151, 0.318, -3.588], [0.307, 0.967, -4.449], [0.229, 1.164, -2.465], [0.085, 0.621, -1.225], [-0.170, -0.721, -0.985], [-0.352, -1.208, 0.304], [-0.276, -0.341, 1.379], [0.006, 0.995, 1.148], [0.192, 1.507, -0.133], [0.410, 2.846, -0.240], [1.342, 3.329, -1.191], [2.077, 2.564, -1.458], [0.832, 3.645, -2.107], [2.117, 4.534, -0.629], [2.902, 5.131, -1.338], [1.844, 4.804, 0.651], [1.158, 4.216, 1.102], [2.432, 5.881, 1.446], [3.947, 5.677, 1.526], [4.403, 6.469, 2.114], [4.370, 5.693, 0.525], [4.176, 4.719, 1.988], [2.112, 7.227, 0.793], [1.035, 7.370, 0.729], [2.540, 8.039, 1.374], [2.528, 7.253, -0.210], [1.809, 5.801, 2.839], [0.731, 5.937, 2.783], [2.221, 6.577, 3.477], [2.015, 4.835, 3.295], [0.120, 2.082, 2.483], [-0.420, -0.690, 2.388], [-0.646, -2.670, 0.501], [-1.741, -3.071, -0.357], [-2.238, -4.360, -0.364], [-1.506, -5.436, 0.147], [-2.053, -6.698, 0.029], [-3.301, -6.914, -0.576], [-4.030, -5.854, -1.077], [-3.486, -4.588, -0.961], [-4.036, -3.741, -1.344], [-4.992, -6.003, -1.540], [-3.540, -8.275, -0.520], [-2.494, -8.922, 0.095], [-2.384, -10.107, 0.304], [-1.588, -7.933, 0.426], [-0.717, -8.119, 0.891], [-4.354, -8.749, -0.871], [-0.549, -5.298, 0.620], [-2.447, -2.357, -0.471], [-0.859, -2.869, 1.562], [0.240, -3.252, 0.218], [-0.251, -1.417, -1.805], [0.930, -0.450, -3.568], [-0.831, -0.158, -3.665]], "lowdin_charge": [-0.0659, 0.0985, -0.0870, -0.1847, 0.0305, -0.2119, -0.0621, -0.5603, -0.2175, -0.0723, -0.0659, 0.1456, 0.1399, -0.4620, 0.0577, 0.1294, 0.0929, -0.5845, -0.0323, 0.0833, 0.0766, 0.0856, -0.0325, 0.0858, 0.0833, 0.0765, -0.0417, 0.0857, 0.0865, 0.0768, 0.7488, 0.1110, -0.1656, 0.0075, -0.2716, 0.0399, -0.1881, -0.2014, -0.0183, -0.0439, 0.1052, 0.1102, 0.1720, -0.5307, 0.0582, 0.1788, 0.1648, 0.1640, 0.1038, 0.1337, 0.1279, 0.1267, 0.1133, 0.1006, 0.0992], "multiplicity": 1, "smiles": "COc1cc(CNc2ccc3[nH]c(=O)[nH]c3c2)cc(Cl)c1OCC(=O)NC(C)(C)C", "e_homo_ha": -0.2760, "lumo_ev": 0.47}

## Q
{"formula": "C21H25ClN4O4", "method": "the ωB97M-V functional and the def2-TZVPD basis", "species": ["C", "C", "H", "H", "O", "C", "O", "C", "C", "N", "C", "H", "H", "C", "N", "C", "C", "C", "C", "C", "C", "H", "H", "Cl", "H", "H", "C", "H", "H", "C", "H", "H", "H", "H", "N", "H", "H", "C", "C", "C", "N", "C", "O", "O", "C", "C", "H", "H", "H", "H", "H", "H", "H", "H", "H"], "positions_angstrom": [[-4.029, 1.214, 5.353], [-2.651, 1.857, 5.334], [-2.715, 2.915, 5.612], [-1.964, 1.347, 6.017], [-2.118, 1.802, 4.012], [-0.893, 1.292, 3.841], [-0.212, 0.893, 4.779], [-0.473, 1.274, 2.444], [0.699, 0.538, 2.109], [0.865, -0.041, 0.901], [-0.247, -0.545, 0.114], [-0.354, -1.618, 0.334], [-1.166, -0.036, 0.396], [0.028, -0.377, -1.385], [1.268, -1.018, -1.758], [1.309, -2.365, -2.087], [2.503, -2.935, -2.552], [2.571, -4.256, -2.940], [1.437, -5.051, -2.884], [0.240, -4.512, -2.450], [0.179, -3.189, -2.055], [-0.773, -2.813, -1.716], [-0.646, -5.126, -2.411], [1.519, -6.712, -3.365], [3.502, -4.668, -3.296], [3.393, -2.332, -2.638], [2.349, -0.414, -1.015], [2.366, 0.658, -1.237], [3.307, -0.849, -1.290], [2.146, -0.592, 0.502], [2.198, -1.664, 0.747], [2.944, -0.053, 1.011], [0.129, 0.685, -1.620], [-0.800, -0.775, -1.970], [1.657, 0.391, 3.038], [1.368, 0.678, 3.974], [2.316, -0.367, 2.969], [-1.227, 2.039, 1.526], [-0.799, 2.618, 0.358], [0.532, 2.607, -0.073], [1.631, 2.621, -0.416], [-1.763, 3.383, -0.443], [-2.941, 3.490, -0.185], [-1.185, 3.940, -1.520], [-2.035, 4.715, -2.361], [-1.196, 5.290, -3.487], [-0.402, 5.910, -3.079], [-1.822, 5.892, -4.139], [-0.744, 4.487, -4.063], [-2.835, 4.072, -2.746], [-2.498, 5.508, -1.763], [-2.241, 2.288, 1.812], [-4.458, 1.303, 6.347], [-3.959, 0.162, 5.090], [-4.680, 1.710, 4.638]], "lowdin_charge": [-0.0610, -0.2108, 0.1280, 0.1159, -0.0116, -0.4330, 0.0512, -0.0728, -0.2472, -0.0505, -0.0940, 0.1344, 0.1204, -0.1292, -0.0938, -0.2250, -0.0191, -0.1061, -0.6912, -0.1070, -0.0257, 0.0980, 0.1057, 0.6538, 0.1055, 0.1051, -0.1356, 0.0919, 0.1115, -0.1097, 0.1389, 0.1257, 0.1142, 0.1240, 0.2103, 0.0949, 0.1101, 0.0366, -0.1423, -0.2009, 0.2008, -0.4691, 0.1033, -0.0107, -0.2265, -0.0636, 0.0784, 0.0762, 0.0771, 0.1279, 0.1282, 0.1372, 0.0763, 0.0784, 0.0765], "multiplicity": 1, "smiles": "CCOC(=O)/C(C#N)=C/C(C(=O)OCC)=C(/N)N1CCN(c2ccc(Cl)cc2)CC1", "e_homo_ha": -0.2894, "lumo_ev": 0.09}

Energies, relative to the best one, in hartree: P 0.0000; Q 0.0433.

## P
{"formula": "C3H5BO2", "method": "the ωB97M-V functional and the def2-TZVPD basis", "species": ["B", "C", "C", "C", "O", "O", "H", "H", "H", "H", "H"], "positions_angstrom": [[1.341, 0.050, -0.137], [-1.449, 0.896, 0.079], [-0.345, 0.228, -0.098], [-1.629, -0.490, -0.448], [1.834, -1.193, 0.022], [2.067, 1.179, -0.271], [-1.975, 1.762, 0.391], [-2.001, -1.271, 0.207], [-1.883, -0.640, -1.492], [2.788, -1.276, 0.063], [3.021, 1.095, -0.245]], "lowdin_charge": [-0.5946, -0.0225, -0.0434, -0.1474, 0.1864, 0.1827, 0.0843, 0.0727, 0.0722, 0.1055, 0.1042], "multiplicity": 1, "smiles": "OB(O)C1=CC1", "e_homo_ha": -0.3335, "lumo_ev": 0.18}

## Q
{"formula": "C3H5BO2", "method": "the ωB97M-V functional and the def2-TZVPD basis", "species": ["B", "C", "C", "C", "O", "O", "H", "H", "H", "H", "H"], "positions_angstrom": [[-0.463, -0.361, -0.713], [1.183, 0.771, 1.815], [0.532, 1.134, 0.856], [-0.379, 1.255, -0.209], [-1.531, -0.976, -0.072], [0.479, -0.829, -1.526], [1.805, 0.618, 2.580], [0.111, 1.991, -0.896], [-1.277, 1.683, 0.141], [-1.581, -1.886, -0.020], [0.422, -1.701, -1.746]], "lowdin_charge": [-0.5884, 0.1390, -0.1980, -0.0990, 0.1860, 0.2481, -0.0190, 0.1215, 0.0879, 0.0583, 0.0636], "multiplicity": 1, "smiles": "C#CCB(O)O", "e_homo_ha": -0.3397, "lumo_ev": 0.24}

Energies, relative to the best one, in hartree: P 0.0049; Q 0.0000.